1.
{
  "formula": "C14H10BrN3OS2",
  "method": "ωB97M-V/def2-TZVPD",
  "symbols": ["C", "C", "C", "S", "C", "N", "C", "C", "S", "C", "N", "C", "C", "C", "C", "C", "C", "O", "C", "Br", "N", "H", "H", "H", "H", "H", "H", "H", "H", "H", "H"],
  "positions_angstrom": [[-3.77559, -0.25979, 1.45673], [-3.46326, -0.47187, 0.01492], [-4.13322, -1.37980, -0.76953], [-3.53336, -1.43110, -2.41893], [-2.44163, -0.15982, -2.02076], [-1.57940, 0.50426, -2.73648], [-0.95067, 1.30814, -1.82243], [0.11965, 2.29476, -2.20010], [1.49031, 1.38616, -2.96528], [2.10215, 0.58601, -1.49165], [2.00297, 1.21805, -0.32037], [2.54051, 0.31912, 0.58594], [2.70586, 0.38764, 1.95221], [3.30731, -0.66767, 2.61200], [3.72902, -1.82413, 1.90815], [3.52589, -1.91394, 0.54012], [2.97026, -0.80965, -0.11240], [2.72798, -0.64996, -1.44020], [-1.47632, 1.08989, -0.55651], [-0.96019, 1.91574, 1.07864], [-2.47086, 0.15604, -0.71711], [-4.21166, 0.74691, 1.61862], [-2.85479, -0.41921, 2.00757], [-4.45265, -0.98512, 1.86036], [-4.89299, -2.03748, -0.33759], [-0.29623, 2.95736, -2.96747], [0.43845, 2.90039, -1.35565], [2.37000, 1.27639, 2.49341], [3.53331, -0.57367, 3.64883], [4.09667, -2.66093, 2.48210], [3.83244, -2.80271, -0.02715]],
  "forces_ev_per_angstrom": [[0.7, 1.0, -0.2], [-1.7, -2.0, -0.7], [0.7, 0.7, 1.0], [-0.6, -0.1, 0.4], [-0.2, -0.6, -1.5], [0.3, 0.2, 0.0], [-0.2, 0.4, 1.1], [-0.8, -0.6, 0.0], [0.8, -0.8, 0.2], [-0.1, 1.8, 1.9], [0.1, -1.3, -2.1], [0.1, -0.6, -0.9], [-0.1, 0.6, 0.9], [0.4, -0.4, -1.1], [-0.9, 0.8, 0.3], [0.4, -0.3, -0.8], [0.4, -0.6, 1.4], [-1.0, 1.2, -0.6], [0.9, 1.2, 0.0], [-0.5, -0.4, -0.6], [0.1, 0.5, 1.2], [0.5, -0.5, 0.1], [0.2, 0.5, 0.4], [-0.6, -0.5, -0.3], [0.3, 0.3, -0.6], [0.3, -0.1, -0.1], [0.1, -0.2, 0.0], [0.2, -0.3, -0.2], [-0.1, -0.1, 0.7], [0.3, -0.1, -0.2], [-0.2, 0.4, 0.3]],
  "mulliken_charge": [-1.400, 0.657, -0.435, -0.224, 0.152, -0.634, 0.523, -0.673, -0.200, 0.410, -0.406, 0.518, -0.585, -0.515, -0.445, -0.858, 0.744, -0.383, -0.035, -0.103, 0.149, 0.279, 0.344, 0.408, 0.390, 0.400, 0.356, 0.402, 0.404, 0.382, 0.377],
  "homo_energy_ev": -8.188,
  "smiles": "Cc1csc2nc(CSc3nc4ccccc4o3)c(Br)n12",
  "de_lowest_kcal_mol": 0.0,
  "lumo_energy_ev": 0.477,
  "homo_lumo_gap_ev": 8.7
}



2.
{
  "formula": "C14H10ClO4P",
  "method": "ωB97M-V/def2-TZVPD",
  "symbols": ["O", "C", "C", "C", "C", "O", "C", "C", "H", "H", "H", "H", "O", "C", "C", "C", "C", "O", "C", "C", "H", "H", "H", "H", "C", "C", "P", "Cl", "H", "H"],
  "positions_angstrom": [[1.75734, 0.27329, 0.80092], [2.47349, -0.05754, 1.73590], [3.93048, -0.22249, 1.56511], [4.71179, -0.58609, 2.58672], [4.15220, -0.83678, 3.92979], [4.86835, -1.16761, 4.86477], [2.69520, -0.67183, 4.10057], [1.91390, -0.30823, 3.07896], [4.32586, -0.03424, 0.57413], [5.78211, -0.71225, 2.47835], [2.29982, -0.86007, 5.09156], [0.84358, -0.18206, 3.18734], [-1.06088, 1.78240, -3.50087], [-1.53244, 0.66415, -3.34705], [-1.06339, -0.48305, -4.14902], [-1.58074, -1.70399, -3.98176], [-2.64188, -1.95846, -2.98726], [-3.11344, -3.07672, -2.83345], [-3.11093, -0.81127, -2.18530], [-2.59357, 0.40967, -2.35255], [-0.28402, -0.28033, -4.87380], [-1.24858, -2.55606, -4.56219], [-3.89029, -1.01398, -1.46051], [-2.92573, 1.26174, -1.77213], [-0.57712, 2.24145, 0.71854], [-1.91156, 2.54639, 1.12510], [-3.85998, 2.54289, 1.11421], [-4.58716, 0.54853, 0.72636], [0.49260, 1.86517, 0.34524], [-4.26500, 3.38735, -0.01767]],
  "forces_ev_per_angstrom": [[0.5, -0.2, 0.4], [-0.4, 0.1, -0.4], [0.4, -0.1, 0.1], [-0.1, 0.1, -0.5], [0.6, -0.3, 0.8], [-0.5, 0.2, -0.7], [-0.4, 0.1, -0.2], [0.0, -0.1, 0.4], [0.0, 0.0, 0.0], [0.0, 0.0, 0.0], [0.0, 0.0, 0.0], [0.0, 0.0, 0.0], [-0.3, -0.7, 0.1], [0.3, 0.9, 0.0], [0.0, -0.5, -0.1], [0.3, 0.3, -0.2], [-0.4, -0.8, 0.2], [0.3, 0.7, -0.1], [0.0, 0.4, 0.1], [-0.3, -0.3, 0.2], [0.0, 0.0, 0.0], [0.0, 0.0, 0.0], [0.1, 0.0, -0.1], [0.1, 0.0, 0.0], [-9.1, 1.4, 2.1], [8.7, -2.8, -4.5], [1.3, 0.2, 1.4], [0.8, 1.3, -0.4], [-2.8, 1.1, 1.4], [0.9, -1.2, 0.0]],
  "mulliken_charge": [-0.564, 0.417, -0.342, -0.344, 0.354, -0.544, -0.367, -0.280, 0.414, 0.400, 0.402, 0.432, -0.567, 0.213, -0.367, -0.364, 0.335, -0.557, -0.186, 0.004, 0.415, 0.405, 0.290, 0.370, 0.174, -0.547, 0.133, -0.205, 0.368, 0.107],
  "homo_energy_ev": -9.225,
  "smiles": "O=C1C=CC(=O)C=C1.O=C1C=CC(=O)C=C1.C#CPCl",
  "lumo_energy_ev": -1.976,
  "homo_lumo_gap_ev": 7.2
}



3.
{
  "formula": "C14H10MgN2O7Se",
  "method": "ωB97M-V/def2-TZVPD",
  "symbols": ["Mg", "O", "C", "C", "C", "C", "C", "C", "C", "O", "N", "N", "C", "C", "C", "C", "C", "C", "C", "O", "H", "H", "H", "H", "H", "H", "H", "H", "H", "H", "O", "Se", "O", "O", "O"],
  "positions_angstrom": [[-1.07263, 0.31053, -1.20847], [-0.20964, 4.26944, 0.67384], [0.66556, 3.81095, 1.57514], [1.05528, 4.69866, 2.59199], [2.03087, 4.20764, 3.46528], [2.46624, 2.88886, 3.49653], [1.98683, 1.99935, 2.57446], [1.10126, 2.48872, 1.60381], [0.66141, 1.61403, 0.52944], [-0.22523, 2.02713, -0.34223], [1.27971, 0.45485, 0.47304], [0.73948, -0.37438, -0.37997], [1.16323, -1.61341, -0.55559], [0.46980, -2.56775, -1.37243], [0.59392, -3.96447, -1.22488], [-0.01443, -4.84850, -2.09460], [-1.01546, -4.39322, -2.99595], [-1.25468, -3.05070, -3.09915], [-0.45510, -2.09001, -2.39296], [-0.66063, -0.85267, -2.65686], [-0.48441, 3.46050, 0.10285], [0.71734, 5.71928, 2.63505], [2.35825, 4.93503, 4.21583], [3.15771, 2.58820, 4.25314], [2.16176, 0.93310, 2.59201], [1.98924, -1.85035, 0.14723], [1.12213, -4.37138, -0.34267], [0.26746, -5.93336, -2.00881], [-1.59191, -5.08123, -3.62639], [-2.02931, -2.64406, -3.71124], [-4.56676, -0.22836, 0.52990], [-3.48349, -0.59181, -0.58340], [-2.96294, 0.80840, -1.47752], [-2.00085, -0.91976, 0.17475], [-3.96002, -1.83924, -1.56116]],
  "forces_ev_per_angstrom": [[0.1, 0.4, 0.7], [-0.2, -0.3, -0.4], [-0.8, 1.0, 0.7], [1.5, -1.5, -0.1], [-0.8, 1.5, 0.5], [0.2, 0.4, 0.1], [-0.9, 0.5, -0.3], [0.3, -0.1, -0.2], [0.1, -1.0, -1.3], [0.1, -0.6, 0.5], [1.2, 0.7, 2.0], [-1.0, -2.9, -3.0], [0.0, 2.6, 2.2], [-1.0, -0.1, -1.2], [0.4, 0.3, 0.2], [-0.2, -1.3, 0.2], [0.7, -0.2, 0.0], [1.0, 0.0, 0.4], [-0.2, -0.6, 0.3], [0.3, 0.0, -0.6], [0.4, 0.3, 0.3], [-0.1, 0.1, -0.1], [0.2, -0.4, 0.0], [0.3, -0.2, 0.4], [0.3, 0.1, -0.1], [-0.2, -0.5, -0.6], [0.1, 0.3, -0.7], [-0.7, 1.1, -0.1], [0.3, 0.1, 0.4], [-0.4, 0.2, -0.3], [-1.0, 0.4, 0.6], [1.2, -0.4, -1.0], [-0.8, -1.3, 0.6], [-0.8, 0.2, -0.9], [0.4, 1.2, 0.6]],
  "mulliken_charge": [1.197, -0.731, 0.235, -0.712, -0.220, -0.738, -0.368, 0.229, 1.158, -1.107, -0.924, 0.680, -0.516, 0.474, -0.694, -0.329, -0.424, -0.471, 0.687, -0.987, 0.449, 0.418, 0.288, 0.386, 0.429, 0.298, 0.274, 0.263, 0.302, 0.357, -0.753, 1.135, -0.807, -0.802, -0.677],
  "homo_energy_ev": -1.386,
  "total_charge": -2,
  "de_lowest_kcal_mol": 0.0,
  "lumo_energy_ev": 4.828,
  "homo_lumo_gap_ev": 6.2
}



4.
{
  "formula": "C14H10N2O3S",
  "method": "ωB97M-V/def2-TZVPD",
  "symbols": ["C", "O", "C", "O", "C", "C", "S", "C", "C", "O", "C", "C", "N", "C", "C", "C", "C", "C", "C", "N", "H", "H", "H", "H", "H", "H", "H", "H", "H", "H"],
  "positions_angstrom": [[-0.79150, 1.54849, -4.77042], [-0.20414, 1.32271, -3.49821], [1.03627, 1.77351, -3.30019], [1.68358, 2.39394, -4.10824], [1.52888, 1.40445, -1.95779], [2.79471, 1.68086, -1.49437], [3.02434, 1.03834, 0.06458], [1.36877, 0.44587, 0.00558], [0.86528, -0.34625, 1.14862], [1.65803, -0.81387, 1.94876], [-0.56927, -0.51061, 1.22022], [-1.53899, 0.17567, 0.51667], [-2.76526, -0.24741, 0.89085], [-2.64537, -1.23046, 1.84296], [-3.61785, -1.96692, 2.50305], [-3.18783, -2.91420, 3.41034], [-1.82772, -3.12367, 3.65067], [-0.85777, -2.38866, 3.00185], [-1.26850, -1.42477, 2.08525], [0.75366, 0.71615, -1.09148], [-0.14909, 2.19490, -5.36986], [-1.76337, 2.01799, -4.61670], [-0.92052, 0.58638, -5.26832], [3.56340, 2.21821, -2.01317], [-1.40856, 0.94103, -0.22244], [-3.63743, 0.10696, 0.53264], [-4.66810, -1.80736, 2.31082], [-3.91569, -3.50859, 3.94308], [-1.53748, -3.87806, 4.36734], [0.19318, -2.54398, 3.18520]],
  "forces_ev_per_angstrom": [[0.0, 0.2, -0.5], [-0.1, -0.1, 0.3], [0.2, 0.2, -0.3], [0.0, -0.1, 0.2], [0.9, 0.2, 0.3], [-0.4, -0.1, 0.0], [-0.6, -0.1, -0.3], [1.3, 0.4, 0.0], [-0.3, -0.1, 0.1], [-0.1, 0.1, -0.1], [-0.4, -0.1, 0.1], [0.4, 0.1, 0.0], [-0.3, 0.2, -0.2], [0.4, -0.5, 0.5], [-0.1, 0.0, 0.0], [-0.1, 0.0, -0.1], [0.1, -0.1, 0.1], [-0.1, -0.1, 0.0], [-0.3, 0.1, -0.1], [-0.6, -0.3, 0.1], [-0.1, -0.1, 0.0], [0.1, -0.1, 0.0], [0.0, 0.1, 0.1], [0.1, 0.1, -0.1], [-0.1, 0.1, -0.1], [0.2, 0.0, 0.0], [-0.1, 0.0, 0.0], [-0.1, 0.0, 0.0], [0.0, 0.0, 0.0], [0.1, 0.0, 0.0]],
  "mulliken_charge": [-0.669, -0.263, 0.444, -0.619, 0.011, -0.202, -0.133, 0.548, 0.585, -0.688, 0.180, -0.656, 0.045, -0.277, -0.835, -0.440, -0.637, -0.439, 0.838, -0.422, 0.343, 0.230, 0.243, 0.500, 0.509, 0.198, 0.361, 0.379, 0.387, 0.477],
  "homo_energy_ev": -8.360,
  "smiles": "COC(=O)c1csc(C(=O)c2c[nH]c3ccccc23)n1",
  "de_lowest_kcal_mol": 0.0,
  "lumo_energy_ev": -0.263,
  "homo_lumo_gap_ev": 8.1
}